Record 1
Entry from the OMol25 dataset: one molecule with the formula C19H23N3O at a distorted geometry (the ωB97M-V functional and the def2-TZVPD basis).

## Properties
Frontier orbital gap in eV: 8.73
Structure (SMILES): N#Cc1ccc([C@H]2C[C@@H]2C(=O)N2CCN(C3CCC3)CC2)cc1
Relative energy (zero: lowest compared OMol25 entry of this formula, charge and spin) in kcal/mol: 74.1
Total charge: 0
HOMO level in Ha: -0.30754

Each line ends with the natural charge from an NBO analysis.
CARTESIAN COORDINATES (ANGSTROEM)
1 N 4.873324 -0.172651 -8.216410  -0.310
2 O 1.897556 1.452193 0.711086  -0.634
3 C 4.394454 0.117022 -7.179229  0.277
4 C 1.008801 0.739524 0.240541  0.691
5 C 4.007225 1.578520 -5.278512  -0.148
6 C 3.075136 -0.703122 -5.269842  -0.148
7 C 3.435588 1.784453 -4.010540  -0.191
8 C 2.444864 -0.413469 -4.048963  -0.210
9 C 3.808693 0.336477 -5.898850  -0.194
10 C 2.596147 0.830281 -3.434027  0.007
11 N -0.053580 0.375871 1.065558  -0.452
12 N -1.555595 -1.138157 3.021795  -0.448
13 C -0.118411 0.842454 2.472872  -0.245
14 C -1.216876 -0.403641 0.591981  -0.235
15 C -0.324830 -0.377622 3.372774  -0.223
16 C -1.461218 -1.595967 1.592584  -0.229
17 C -4.149187 -1.113469 4.948521  -0.399
18 C -4.011935 -1.522343 3.488523  -0.409
19 C -2.964319 -0.154221 4.774133  -0.411
20 C -2.841187 -0.551672 3.322412  -0.037
21 C 0.320457 1.095752 -2.247868  -0.399
22 C 1.837654 1.254478 -2.219854  -0.238
23 C 1.139506 0.316924 -1.235122  -0.313
24 H 4.592460 2.356829 -5.728055  0.231
25 H 2.892194 -1.656319 -5.706542  0.231
26 H 3.600276 2.771161 -3.558641  0.221
27 H 1.831599 -1.160881 -3.529752  0.213
28 H 0.867315 1.258968 2.762180  0.253
29 H -0.936762 1.569935 2.622845  0.192
30 H -1.046374 -0.802130 -0.411777  0.218
31 H -2.066469 0.259901 0.533672  0.190
32 H 0.505431 -1.050096 3.244157  0.203
33 H -0.330613 -0.014403 4.423221  0.209
34 H -0.648665 -2.310771 1.616984  0.202
35 H -2.352385 -2.146417 1.292807  0.206
36 H -4.030608 -1.889639 5.676229  0.208
37 H -5.105132 -0.616737 5.146759  0.201
38 H -3.727890 -2.547940 3.323932  0.213
39 H -4.842471 -1.246841 2.805427  0.202
40 H -2.106273 -0.452245 5.391663  0.212
41 H -3.234838 0.884594 4.889513  0.207
42 H -3.074991 0.281147 2.677764  0.156
43 H -0.143742 0.598279 -3.075969  0.222
44 H -0.232989 1.948776 -1.845380  0.223
45 H 2.227645 2.149623 -1.712298  0.254
46 H 1.221014 -0.762410 -1.402301  0.231

Forces on the atoms, in the same order (eV/Å):
N -1.325 0.990 2.830
O -0.468 -0.369 -0.474
C 1.466 -1.376 -3.234
C 0.845 0.909 1.146
C -0.808 -0.969 1.316
C -0.417 1.801 1.027
C 0.250 0.459 -1.105
C 0.255 -0.198 -0.183
C -0.167 -0.181 0.491
C 0.296 0.341 0.398
N 0.209 -0.120 -1.401
N 0.466 -0.764 -1.001
C 0.827 -0.592 -0.175
C 0.982 -0.891 0.979
C -1.523 0.606 -0.069
C -0.011 1.257 0.808
C -1.054 0.670 -0.029
C -0.402 -0.005 -1.296
C 0.044 -0.064 1.086
C 1.082 0.193 0.067
C 0.440 0.785 0.984
C -0.422 -0.178 0.895
C -0.891 -0.387 -0.158
H 0.173 0.080 -0.280
H 0.232 -0.456 -0.525
H -0.228 -0.561 0.068
H 0.259 0.166 -0.466
H -0.731 0.174 -0.536
H 0.397 -0.122 -0.224
H 0.172 0.148 0.152
H -0.531 0.114 0.096
H 0.418 -0.317 0.003
H -0.204 -0.474 -0.585
H 0.434 -0.019 -0.572
H -0.197 0.103 0.219
H 0.166 -0.478 0.340
H 0.193 -0.039 0.119
H 0.040 -0.440 -0.110
H 0.232 -0.385 0.589
H -0.227 0.393 -0.185
H 0.208 0.335 0.406
H -0.218 0.464 -0.549
H -0.005 -0.230 -0.300
H 0.038 -0.340 -0.185
H -0.284 -0.391 -0.433
H -0.010 0.357 0.058

Record 2
Entry from the OMol25 dataset: one molecule with the formula C19H23N3O (the ωB97M-V functional and the def2-TZVPD basis).

## Properties
Frontier orbital gap in eV: 8.54
Structure (SMILES): CCc1ccc(NC(=O)N2CCN(c3ccccc3)CC2)cc1
Relative energy (zero: lowest compared OMol25 entry of this formula, charge and spin) in kcal/mol: 4.9
Total charge: 0
HOMO level in Ha: -0.28935

Each line ends with the natural charge from an NBO analysis.
CARTESIAN COORDINATES (ANGSTROEM)
1 C 4.244922 -4.050488 3.057749  -0.593
2 H 3.472705 -4.230796 3.802380  0.204
3 H 5.018776 -4.806871 3.168764  0.205
4 H 4.682413 -3.073539 3.250251  0.206
5 C 3.646549 -4.095225 1.650250  -0.411
6 C 2.582505 -3.045999 1.497039  -0.043
7 C 1.258603 -3.323212 1.811388  -0.190
8 C 0.287800 -2.346206 1.715925  -0.249
9 C 0.619689 -1.056849 1.305639  0.144
10 C 1.942159 -0.771751 0.983076  -0.187
11 C 2.903016 -1.759324 1.084481  -0.212
12 H 3.927025 -1.522956 0.832731  0.208
13 H 2.209920 0.222137 0.668156  0.242
14 N -0.410568 -0.117991 1.205501  -0.620
15 C -0.291175 1.241418 1.038928  0.807
16 O 0.763265 1.843573 1.079728  -0.666
17 N -1.485024 1.894698 0.863059  -0.459
18 C -1.463525 3.340204 0.776382  -0.249
19 H -2.231737 3.733991 1.451004  0.186
20 C -1.727207 3.805004 -0.674278  -0.225
21 N -2.430385 2.791092 -1.436433  -0.463
22 C -1.703000 1.917801 -2.265582  0.249
23 C -0.317498 1.770742 -2.217330  -0.306
24 C 0.327319 0.908038 -3.085272  -0.175
25 C -0.386258 0.176027 -4.016899  -0.246
26 C -1.762609 0.320330 -4.078013  -0.194
27 C -2.412881 1.180312 -3.216563  -0.277
28 H -3.484186 1.297939 -3.287489  0.210
29 H -2.334134 -0.237161 -4.806227  0.211
30 H 0.122442 -0.498986 -4.688400  0.212
31 H 1.400085 0.800516 -3.019048  0.214
32 H 0.272646 2.301630 -1.487247  0.228
33 C -3.426364 2.161366 -0.597231  -0.219
34 H -4.103271 1.550400 -1.193812  0.216
35 C -2.727844 1.270920 0.456147  -0.242
36 H -3.389073 1.111026 1.320542  0.189
37 H -2.512533 0.307487 -0.014430  0.211
38 H -4.009893 2.950649 -0.117077  0.199
39 H -0.802457 4.063623 -1.185900  0.216
40 H -2.361116 4.700295 -0.656839  0.196
41 H -0.484944 3.672463 1.122573  0.258
42 H -1.325681 -0.484265 1.418169  0.396
43 H -0.739562 -2.582093 1.961266  0.201
44 H 0.981696 -4.317295 2.133229  0.207
45 H 3.220406 -5.084824 1.471804  0.204
46 H 4.438983 -3.927848 0.917908  0.206

Forces on the atoms, in the same order (eV/Å):
C 0.030 -0.125 -0.188
H -0.043 0.000 0.103
H 0.096 -0.057 0.090
H 0.044 0.082 0.066
C 0.025 0.079 0.232
C 0.069 -0.121 -0.133
C 0.065 0.067 -0.052
C -0.037 0.152 0.008
C 0.309 -0.170 0.004
C 0.003 0.205 -0.032
C -0.144 -0.191 0.053
H 0.119 0.031 -0.040
H 0.009 0.038 -0.011
N -0.424 -0.080 0.015
C -0.378 -0.059 0.144
O 0.507 0.070 -0.060
N -0.044 0.117 -0.093
C 0.150 0.140 0.070
H 0.061 0.032 -0.041
C -0.001 0.125 0.098
N -0.121 0.211 -0.058
C 0.091 -0.107 -0.294
C -0.091 0.109 0.161
C 0.034 -0.097 -0.130
C 0.116 -0.066 -0.066
C -0.024 -0.083 0.012
C -0.016 -0.032 0.067
H -0.092 0.060 -0.020
H -0.044 -0.032 -0.055
H 0.045 -0.049 -0.055
H 0.090 -0.003 0.008
H 0.030 0.071 0.115
C 0.019 -0.197 0.129
H -0.041 0.066 0.103
C -0.239 -0.120 0.030
H -0.018 -0.080 -0.113
H -0.019 0.074 0.059
H -0.037 -0.058 -0.031
H -0.038 0.013 0.032
H 0.140 -0.009 0.034
H -0.189 0.041 0.008
H 0.114 0.144 -0.076
H -0.099 -0.019 0.024
H -0.030 -0.108 0.023
H 0.041 0.006 -0.087
H -0.039 -0.071 -0.052

Record 3
Entry from the OMol25 dataset: one molecule with the formula C19H23N3O4 at a distorted geometry (the ωB97M-V functional and the def2-TZVPD basis).

## Properties
Frontier orbital gap in eV: 6.84
Structure (SMILES): CC1=CC(=O)N(CCN2CCN(c3cccc4c3OCCO4)CC2)C1=O
Relative energy (zero: lowest compared OMol25 entry of this formula, charge and spin) in kcal/mol: 112.9
Total charge: 0
HOMO level in Ha: -0.27129

Each line ends with the natural charge from an NBO analysis.
CARTESIAN COORDINATES (ANGSTROEM)
1 O 2.284419 -1.415901 -3.834205  -0.554
2 O 4.619256 -0.973495 0.051620  -0.562
3 O -3.902118 0.979825 3.990901  -0.487
4 O -2.365302 0.302462 1.667179  -0.510
5 C 2.645652 -1.522054 -2.661288  0.643
6 C 3.885134 -1.427342 -0.825651  0.662
7 C 2.345217 -2.696571 -1.886151  -0.242
8 C 3.057980 -2.654402 -0.731796  -0.032
9 C -1.435603 3.669514 4.063881  -0.197
10 C -2.526242 2.861752 4.365741  -0.283
11 C -0.605509 3.311854 2.989537  -0.297
12 C -2.835480 1.738904 3.582961  0.246
13 C -2.004487 1.395838 2.448568  0.167
14 C -0.854766 2.214697 2.155759  0.228
15 N 3.619835 -0.789716 -2.016850  -0.471
16 N 0.054005 1.960842 1.085258  -0.474
17 N 1.856387 1.335906 -1.175475  -0.481
18 C 2.955874 -3.675766 0.372834  -0.644
19 C -3.943938 -0.350597 3.419922  -0.097
20 C -3.646908 -0.268621 1.945193  -0.087
21 C 3.995788 0.589071 -2.349894  -0.227
22 C 1.469536 2.353492 1.115457  -0.205
23 C -0.437540 1.338153 -0.188671  -0.206
24 C 2.742723 1.515654 -2.349974  -0.214
25 C 2.344140 1.465582 0.219348  -0.219
26 C 0.430874 1.692710 -1.379926  -0.215
27 H 1.584945 -3.435625 -2.212869  0.238
28 H -1.171862 4.510889 4.667369  0.214
29 H -3.154461 3.172105 5.203515  0.223
30 H 0.295507 3.898691 2.795781  0.212
31 H 3.939518 -4.043258 0.716618  0.238
32 H 2.365853 -4.559922 0.045896  0.227
33 H 2.475795 -3.202899 1.244550  0.239
34 H -3.212825 -1.013610 3.845443  0.183
35 H -4.937011 -0.755615 3.536212  0.202
36 H -3.660913 -1.297423 1.511793  0.200
37 H -4.391460 0.369648 1.436962  0.182
38 H 4.683141 0.959958 -1.559653  0.234
39 H 4.482165 0.606289 -3.347896  0.225
40 H 1.840229 2.304648 2.134021  0.212
41 H 1.586299 3.406587 0.810540  0.168
42 H -0.433276 0.288114 -0.047350  0.191
43 H -1.488833 1.640253 -0.371755  0.212
44 H 2.196351 1.292588 -3.253502  0.217
45 H 3.067094 2.568081 -2.393506  0.176
46 H 3.369851 1.840500 0.212454  0.205
47 H 2.342544 0.487883 0.668440  0.188
48 H 0.026587 1.162016 -2.244338  0.209
49 H 0.375508 2.777986 -1.543331  0.165

Forces on the atoms, in the same order (eV/Å):
O 0.177 0.992 1.477
O -0.774 -0.804 -1.206
O -0.066 -0.974 -0.396
O 0.677 0.009 0.364
C 0.275 -0.456 -3.717
C 1.359 1.600 2.571
C -0.528 -1.118 2.271
C -1.403 -1.527 -1.507
C 0.303 -1.545 -1.102
C -0.131 0.492 -0.007
C 0.046 0.288 0.418
C 1.565 0.276 -0.740
C -1.023 0.685 1.094
C 0.145 -0.531 -0.539
N -0.148 0.496 -0.142
N -0.811 -0.660 -0.372
N -0.589 -0.798 -0.396
C 0.425 0.091 0.155
C 0.318 1.236 -0.781
C -0.113 0.155 -0.732
C -0.271 0.373 0.530
C -0.632 0.696 -0.468
C 0.080 1.033 1.037
C -0.031 0.149 1.385
C -0.562 0.239 -0.844
C 1.098 0.542 0.373
H 0.785 0.639 0.278
H -0.049 0.376 0.268
H -0.016 -0.517 -0.269
H -0.392 -0.091 -0.022
H -0.343 0.299 -0.214
H 0.292 0.762 0.162
H 0.098 -0.258 -0.227
H 0.409 -0.149 0.724
H -0.306 0.055 0.360
H 0.110 0.855 0.162
H 0.031 -0.351 0.177
H -0.181 -0.626 -0.612
H -0.242 0.082 0.689
H 0.061 -0.196 0.212
H 0.012 -0.044 -0.055
H -0.107 -1.264 -0.086
H 0.645 -0.003 0.062
H -0.511 0.005 -0.127
H 0.278 -0.137 -0.285
H -0.029 0.046 0.128
H 0.250 -0.561 0.296
H 0.158 0.100 -0.096
H -0.338 0.045 -0.252